A structure of composition C43H40BrNO3PtSTe in a non-equilibrium geometry, computed with ωB97M-V with the def2-TZVPD basis set.

Charge: 0
LUMO energy (spin up / spin down) in eV: 0.22 / 0.03
Orbital gap (spin up / spin down) in eV: 6.091 / 7.108
Highest occupied orbital energy (spin up / spin down) in eV: -5.9 / -7.1
Multiplicity: 3
Energy relative to the best compared isomer or geometry (same formula, charge and spin) in kcal per mole: 0.0
Electronic energy in eV: -144285.168

XYZ file:
```
91
Properties=species:S:1:pos:R:3:lowdin_spin:R:1
Pt 11.41 15.68 11.52 1.2390
Te 11.81 10.36 9.97 0.0001
Br 11.19 16.58 8.95 0.1580
S 14.53 15.62 11.82 0.0229
O 13.24 15.12 11.05 0.0587
O 12.15 14.90 13.30 0.1388
O 13.98 14.64 16.17 0.0006
N 10.27 13.79 11.50 0.1570
C 15.19 14.08 12.67 0.0003
C 10.17 13.68 13.94 0.0113
C 15.93 15.88 10.70 0.0072
C 8.46 8.28 7.01 0.0000
C 13.63 19.57 15.52 -0.0001
C 9.65 16.72 11.69 0.0878
C 7.39 12.37 11.80 0.0010
C 8.08 9.82 12.79 0.0001
C 9.79 10.29 7.54 0.0001
C 9.75 13.26 12.58 0.0063
C 8.62 12.17 12.49 0.0066
C 14.58 17.38 15.85 -0.0001
C 10.97 14.25 16.55 -0.0028
C 16.47 14.30 13.38 0.0000
C 8.90 9.59 6.69 0.0001
C 12.22 17.65 15.41 0.0007
C 14.71 18.73 15.71 0.0001
C 11.73 14.79 15.54 0.0085
C 10.15 13.08 10.18 0.0110
C 9.15 16.98 12.95 0.0181
C 7.66 17.88 10.77 0.0021
C 8.95 17.27 10.56 0.0197
C 8.94 18.07 8.28 0.0043
C 9.48 17.33 9.30 0.0080
C 15.80 16.74 9.47 0.0005
C 11.44 12.50 9.66 0.0004
C 6.90 10.02 12.03 0.0007
C 8.90 10.92 13.02 0.0008
C 13.07 15.37 15.78 0.0015
C 9.40 13.24 15.06 -0.0015
C 7.64 18.67 8.47 -0.0001
C 6.56 11.30 11.57 0.0003
C 13.32 16.83 15.69 0.0002
C 7.02 18.52 9.67 0.0011
C 10.33 9.60 8.65 0.0001
C 11.33 14.50 14.22 0.0063
C 7.11 17.98 12.07 -0.0007
C 9.07 7.61 8.08 0.0001
C 9.17 12.94 17.55 0.0012
C 12.40 19.00 15.37 0.0004
C 9.99 8.29 8.87 0.0000
C 9.82 13.53 16.33 0.0067
C 7.90 17.61 13.16 0.0023
H 8.76 6.61 8.34 0.0000
H 15.10 17.58 9.65 0.0000
H 10.47 7.73 9.66 0.0000
H 6.07 18.37 12.10 0.0000
H 16.33 14.87 10.35 0.0002
H 9.74 13.76 9.42 0.0008
H 14.45 13.69 13.35 0.0004
H 9.78 10.74 13.67 0.0001
H 13.82 20.61 15.39 0.0000
H 11.53 12.59 8.54 0.0000
H 15.46 16.78 16.00 0.0000
H 11.60 19.63 15.11 0.0000
H 8.47 12.62 14.91 -0.0003
H 16.51 15.28 13.88 0.0000
H 9.74 16.70 13.81 0.0040
H 7.16 13.33 11.35 0.0000
H 5.72 11.45 10.90 0.0001
H 6.22 9.22 11.75 0.0000
H 11.26 14.36 17.58 -0.0001
H 9.53 18.14 7.40 0.0037
H 8.67 11.96 17.41 0.0002
H 6.07 18.95 9.95 0.0002
H 7.29 19.43 7.77 -0.0001
H 17.40 14.14 12.81 0.0000
H 10.15 11.27 7.31 0.0000
H 8.51 10.05 5.78 0.0000
H 16.63 16.32 11.44 0.0006
H 15.26 13.34 11.87 0.0002
H 8.36 13.50 17.97 0.0004
H 11.20 17.23 15.32 0.0001
H 8.35 8.84 13.12 0.0000
H 15.65 19.24 15.73 0.0000
H 16.48 13.66 14.27 0.0001
H 9.89 12.74 18.38 0.0001
H 7.58 17.79 14.22 0.0004
H 16.82 17.18 9.27 0.0001
H 7.72 7.79 6.47 0.0000
H 9.37 12.30 10.09 0.0034
H 15.58 16.17 8.62 0.0000
H 12.35 12.94 10.06 -0.0003
```



An isolated molecule of C20H17ClIN5O2S2 in a non-equilibrium geometry, computed with ωB97M-V with the def2-TZVPD basis set.

Charge: 0
LUMO energy in eV: -0.52
Orbital gap in eV: 7.214
Highest occupied orbital energy in eV: -7.7
Energy relative to the best compared isomer or geometry (same formula, charge and spin) in kcal per mole: 0.0
Electronic energy in eV: -74852.373
SMILES string: Cc1nc2ccc(I)cc2c(=O)n1-c1nnc(SC[C@@H](O)CNc2ccc(Cl)cc2)s1

XYZ file:
```
48
Properties=species:S:1:pos:R:3:nbo_charge:R:1
I -7.08 4.19 -4.49 0.0987
Cl 8.19 4.04 4.07 -0.0026
S -1.28 -1.60 -2.24 0.4699
S 1.50 -2.24 -1.03 0.2174
O 4.42 -2.55 -0.01 -0.7006
O -2.91 0.77 -2.53 -0.5802
N -2.20 -2.00 0.07 -0.2627
N -6.18 -0.91 -0.82 -0.4896
N 5.03 0.00 1.03 -0.6210
N -0.88 -2.29 0.18 -0.2863
N -3.85 -0.92 -1.34 -0.4653
C -5.23 0.86 -2.22 -0.2251
C 5.68 1.07 1.64 0.2029
C -2.61 -1.57 -1.13 0.1604
C -7.57 0.76 -1.62 -0.2083
C 7.09 0.85 1.86 -0.2523
C -3.92 0.27 -2.10 0.6703
C 3.62 -0.18 0.81 -0.2370
C 3.54 -1.79 0.87 0.0819
C -6.28 0.18 -1.58 0.2408
C -4.98 -1.49 -0.75 0.4816
C 6.00 3.20 2.79 -0.1821
C -5.43 2.03 -2.91 -0.1925
C -6.72 2.50 -3.08 -0.0884
C -0.28 -2.19 -0.94 -0.1256
C 7.37 2.92 3.04 -0.0954
C 2.05 -2.17 0.78 -0.5040
C 5.15 2.30 2.09 -0.2926
C 7.91 1.76 2.57 -0.2069
C -5.11 -2.72 0.08 -0.6621
C -7.80 1.95 -2.36 -0.2183
H 4.14 2.46 1.99 0.2122
H -8.46 0.34 -1.19 0.2321
H 4.20 -2.35 -0.88 0.4679
H 3.41 0.19 -0.17 0.2014
H 5.76 4.23 3.04 0.2241
H 7.60 0.01 1.56 0.2055
H -8.74 2.41 -2.47 0.2283
H 8.97 1.62 2.72 0.2242
H -4.90 -3.53 -0.70 0.2299
H 1.43 -1.47 1.37 0.2433
H -6.07 -2.90 0.53 0.2560
H 3.88 -2.02 1.89 0.1979
H -4.59 2.51 -3.47 0.2564
H -4.39 -2.73 0.99 0.2626
H 5.58 -0.89 1.07 0.4008
H 3.01 0.26 1.66 0.1985
H 1.93 -3.15 1.29 0.2336
```



A structure of composition C5H14NO2 in a non-equilibrium geometry, computed with ωB97M-V with the def2-TZVPD basis set.

Charge: +1
LUMO energy in eV: -4.08
Orbital gap in eV: 10.478
Highest occupied orbital energy in eV: -14.6
Energy relative to the best compared isomer or geometry (same formula, charge and spin) in kcal per mole: 85.8
Electronic energy in eV: -10988.085

XYZ file:
```
22
Properties=species:S:1:pos:R:3:nbo_charge:R:1
O -1.30 -2.78 0.56 -0.6779
O -0.52 -0.68 0.92 -0.6620
N 1.15 0.97 0.56 -0.2355
C 2.32 0.07 0.57 -0.4226
C 0.79 1.68 -0.67 -0.4123
C 0.51 1.32 1.57 0.1456
C -2.83 -1.03 0.18 -0.7314
C -1.38 -1.44 0.58 0.8559
H 0.72 0.97 2.59 0.2322
H -3.52 -0.98 1.07 0.2645
H -0.53 -3.11 0.19 0.5001
H 2.36 -0.16 1.66 0.2283
H 1.03 1.19 -1.53 0.2311
H -3.06 -1.70 -0.59 0.2419
H -0.26 1.86 -0.62 0.2263
H 3.30 0.54 0.21 0.2596
H 1.94 -0.85 0.06 0.2465
H -2.92 -0.08 -0.30 0.2289
H -0.48 2.01 1.47 0.2428
H 1.37 2.65 -0.69 0.2374
H 0.58 -0.53 -3.65 -0.0194
H 0.72 0.07 -4.14 0.0199
```



A structure of composition C22H17Co2N2O7 in a non-equilibrium geometry, computed with ωB97M-V with the def2-TZVPD basis set.

Charge: -1
LUMO energy in eV: 1.11
Orbital gap in eV: 2.258
Highest occupied orbital energy in eV: -1.2
Electronic energy in eV: -115651.585

XYZ file:
```
50
Properties=species:S:1:pos:R:3:nbo_charge:R:1
Co 1.68 4.60 3.93 -0.0978
Co 3.49 3.41 2.64 -0.0357
O 0.89 0.18 -3.40 -0.6792
O 0.97 5.80 1.31 -0.4967
O 6.12 2.14 2.42 -0.4904
O -1.05 3.58 4.39 -0.4799
O 1.56 6.45 6.20 -0.4977
O 3.27 4.09 -0.14 -0.4923
O 4.46 5.81 3.88 -0.5163
N -1.07 -2.57 -1.47 -0.4363
N 2.64 0.14 -1.93 -0.8520
C -3.81 -3.67 -3.71 -0.1936
C 1.65 -2.49 -1.01 -0.5575
C 0.03 3.97 4.26 0.6360
C 1.23 5.32 2.33 0.4922
C 2.10 2.42 2.18 0.0872
C 1.56 -0.41 -2.56 0.6466
C 5.08 2.61 2.59 0.5840
C 1.08 -1.73 -2.05 -0.2199
C -4.91 -3.70 -2.85 -0.0992
C 2.02 2.77 3.51 -0.5677
C 1.60 5.70 5.32 0.5302
C -2.38 -2.92 -1.91 0.2464
C -0.24 -1.96 -2.37 0.0823
C 3.67 4.99 3.60 0.4457
C -4.74 -3.29 -1.52 -0.1989
C 1.70 1.27 1.38 -0.7284
C -6.26 -4.11 -3.39 -0.6160
C -2.57 -3.25 -3.26 -0.2763
C 0.78 -2.84 0.04 -0.1728
C -0.60 -2.70 -0.17 -0.3149
C -3.48 -2.92 -1.03 -0.2895
C 3.33 3.87 1.00 0.5632
H -3.34 -2.67 0.02 0.2165
H 0.68 0.91 1.58 0.2414
H -6.16 -4.81 -4.23 0.2044
H -6.89 -4.58 -2.63 0.2035
H 2.72 -2.65 -0.91 0.1819
H 3.19 -0.38 -1.26 0.4011
H 2.90 1.09 -2.17 0.3909
H -1.72 -3.23 -3.94 0.2203
H -0.72 -1.47 -3.22 0.2118
H 1.83 1.35 0.28 0.2671
H -1.34 -3.03 0.55 0.1829
H 2.36 0.55 1.80 0.2711
H -5.63 -3.30 -0.87 0.1962
H -6.82 -3.24 -3.78 0.2028
H 1.92 1.98 4.27 0.2178
H 1.18 -3.08 1.05 0.1902
H -3.94 -4.01 -4.74 0.1954
```



An isolated molecule of C5H14N2O in a non-equilibrium geometry, computed with ωB97M-V with the def2-TZVPD basis set.

Charge: 0
LUMO energy in eV: 0.85
Orbital gap in eV: 8.684
Highest occupied orbital energy in eV: -7.8
Energy relative to the best compared isomer or geometry (same formula, charge and spin) in kcal per mole: 105.4
Electronic energy in eV: -10436.459
SMILES string: CN(C)NC(C)(C)O

XYZ file:
```
22
Properties=species:S:1:pos:R:3:nbo_charge:R:1
O -0.83 -1.70 -0.83 -0.7147
N -0.51 0.56 -0.64 -0.4687
N 1.18 0.57 -0.41 -0.3793
C -0.94 -0.60 -0.02 0.4607
C -2.70 -0.08 -0.03 -0.6615
C 1.74 1.51 0.51 -0.4135
C -0.60 -0.98 1.41 -0.6572
C 2.06 -0.20 -1.25 -0.4054
H 1.54 -0.89 -1.92 0.2075
H -0.81 1.40 -0.15 0.3728
H -0.64 -0.11 2.07 0.2107
H 0.40 -1.40 1.46 0.2268
H 0.98 2.04 1.11 0.1989
H 2.32 2.29 -0.02 0.1697
H -3.02 0.34 -0.98 0.2096
H -0.62 -1.33 -1.71 0.4804
H -1.29 -1.75 1.77 0.2265
H 2.65 0.48 -1.88 0.1660
H -2.87 0.62 0.79 0.1898
H 2.41 1.02 1.23 0.1847
H 2.77 -0.78 -0.64 0.1861
H -3.22 -1.03 0.13 0.2102
```



A cluster of 2 separate species, CH3BrO in total in a non-equilibrium geometry, computed with ωB97M-V with the def2-TZVPD basis set.

Charge: 0
LUMO energy in eV: 0.71
Orbital gap in eV: 10.320
Highest occupied orbital energy in eV: -9.6
Energy relative to the best compared isomer or geometry (same formula, charge and spin) in kcal per mole: 41.0
Electronic energy in eV: -73173.339

XYZ file:
```
6
Properties=species:S:1:pos:R:3:nbo_charge:R:1
Br 2.32 -0.08 0.07 -0.0539
O -0.22 1.15 -0.05 -0.6861
C 0.42 0.05 -0.35 -0.0228
H 0.08 -1.13 0.61 0.0958
H 0.33 1.61 0.60 0.4890
H 0.33 -0.16 -1.37 0.1780
```



A structure of composition C5H6O in a non-equilibrium geometry, computed with ωB97M-V with the def2-TZVPD basis set.

Charge: 0
LUMO energy in eV: 1.14
Orbital gap in eV: 10.106
Highest occupied orbital energy in eV: -9.0
Energy relative to the best compared isomer or geometry (same formula, charge and spin) in kcal per mole: 70.0
Electronic energy in eV: -7326.249

XYZ file:
```
12
Properties=species:S:1:pos:R:3:nbo_charge:R:1
O -1.19 -0.82 -0.69 -0.5092
C -0.39 0.26 1.01 -0.2962
C 0.37 0.92 -0.14 -0.2461
C -0.09 -1.06 0.26 0.0842
C 1.10 -0.38 -0.46 -0.4022
C -1.08 0.54 -0.31 0.0715
H 2.06 -0.40 0.05 0.2123
H 1.19 -0.67 -1.52 0.2094
H -0.09 -2.08 0.65 0.2040
H -1.83 1.26 -0.64 0.2094
H 0.70 1.94 -0.21 0.2268
H -0.76 0.48 2.00 0.2360
```